{"formula": "C18H45N4O6", "method": "ωB97M-V/def2-TZVPD", "homo_energy_ev": -11.5692, "orbital_gap_ev": 8.92, "lumo_energy_ev": -2.64, "total_energy_ha": -1382.9307, "multiplicity": 1, "total_charge": 1, "elements": ["O", "N", "C", "N", "C", "O", "N", "N", "H", "H", "H", "H", "H", "C", "C", "O", "C", "C", "H", "H", "H", "H", "H", "H", "H", "H", "H", "H", "C", "C", "O", "C", "C", "H", "H", "H", "H", "H", "H", "H", "H", "H", "H", "C", "C", "O", "C", "C", "H", "H", "H", "H", "H", "H", "H", "H", "H", "H", "C", "C", "O", "C", "C", "H", "H", "H", "H", "H", "H", "H", "H", "H", "H"], "positions_angstrom": [[2.0650, -2.7589, 0.1295], [1.2603, -1.6851, -0.1380], [-0.0181, -1.8491, -0.4423], [-0.6295, -3.0317, -0.5974], [-1.8683, -2.7210, -0.9324], [-2.8461, -3.5430, -1.2183], [-2.0765, -1.4038, -0.9850], [-0.8686, -0.8312, -0.6646], [2.1257, -3.2848, -0.6825], [1.6711, -0.7685, -0.0334], [-2.6126, -4.4431, -0.9432], [-2.9075, -0.8796, -1.2140], [-0.7264, 0.1686, -0.6696], [4.8062, 0.7529, 2.9057], [4.0163, 2.0417, 2.7669], [2.7889, 1.8970, 2.0574], [1.8571, 1.0012, 2.6226], [1.3827, 1.3504, 4.0211], [5.0196, 0.3223, 1.9259], [5.7540, 0.9555, 3.4040], [4.2804, 0.0030, 3.4990], [4.5826, 2.7672, 2.1846], [3.8370, 2.4911, 3.7486], [2.2551, -0.0236, 2.6027], [1.0024, 1.0299, 1.9362], [2.1975, 1.3194, 4.7444], [0.6254, 0.6362, 4.3470], [0.9507, 2.3513, 4.0393], [1.3505, 0.8637, -4.5124], [0.0474, 0.2339, -4.0592], [-0.8688, 1.1060, -3.4174], [-1.3433, 2.2074, -4.1906], [-2.0816, 1.8014, -5.4508], [1.8498, 1.3663, -3.6826], [2.0146, 0.0930, -4.9040], [1.1939, 1.5973, -5.3032], [0.2556, -0.5199, -3.2921], [-0.4252, -0.2967, -4.8926], [-0.5240, 2.8926, -4.4286], [-2.0198, 2.7437, -3.5265], [-1.4380, 1.2805, -6.1609], [-2.4684, 2.6912, -5.9467], [-2.9217, 1.1467, -5.2126], [-5.1269, 1.3385, -2.3191], [-4.3400, 2.5231, -1.7777], [-4.4349, 3.6879, -2.5631], [-5.7390, 4.2345, -2.7250], [-6.4072, 4.6382, -1.4242], [-4.8230, 1.1112, -3.3421], [-4.9520, 0.4559, -1.6966], [-6.2008, 1.5224, -2.3194], [-3.2734, 2.2819, -1.7759], [-4.6218, 2.7179, -0.7357], [-6.3772, 3.5437, -3.2870], [-5.5900, 5.1103, -3.3549], [-6.5918, 3.7844, -0.7705], [-7.3703, 5.1022, -1.6366], [-5.7897, 5.3546, -0.8816], [3.8438, -5.7019, 4.2838], [4.4670, -4.3734, 4.6727], [4.4710, -3.4067, 3.6324], [3.2087, -3.0302, 3.1262], [2.2780, -2.4136, 4.1596], [4.3504, -6.1229, 3.4144], [3.9343, -6.4060, 5.1112], [2.7828, -5.6070, 4.0477], [5.5189, -4.5145, 4.9184], [3.9822, -3.9722, 5.5698], [2.7172, -3.8765, 2.6320], [3.4298, -2.2962, 2.3494], [2.0150, -3.1170, 4.9499], [1.3487, -2.0957, 3.6810], [2.7445, -1.5441, 4.6267]]}